The following is a DFT calculation (ωB97M-V/def2-TZVPD) of a cluster of 2 separate species, C3H5FN2O5 in total in a non-equilibrium geometry.

XYZ file:
```
16
Properties=species:S:1:pos:R:3:forces:R:3
C 0.463 2.053 -0.753 -1.123 0.177 2.624
C -1.233 0.445 0.038 1.979 -1.901 -1.651
C -0.266 -1.322 0.437 -1.138 4.460 -1.124
N 0.316 -1.517 -0.948 0.597 -2.285 -0.110
N 0.698 -1.102 1.634 1.077 0.934 -2.318
O 1.175 -0.759 -1.301 0.233 0.483 0.195
O -0.118 -2.453 -1.629 -0.098 1.285 1.216
O 1.396 -0.099 1.572 -0.740 -0.401 0.021
O 0.727 -1.934 2.478 -0.425 -0.815 0.849
O -0.621 1.115 -0.977 -0.147 -0.213 0.565
F -1.115 -2.234 0.730 -0.829 -1.483 0.388
H 1.430 1.556 -0.686 -0.172 -0.057 -0.362
H 0.257 2.490 0.302 0.509 -0.184 -1.799
H 0.375 2.794 -1.550 0.177 -0.169 0.290
H -2.180 0.128 -0.359 -0.296 -0.701 0.096
H -1.305 0.839 1.012 0.396 0.869 1.119
```
Forces are in eV/Å.

Results
Gap between HOMO and LUMO in eV: 9.61
Total energy in a.u.: -702.59447
Energy above the lowest of the compared OMol25 structures with the same formula, charge and spin in kcal/mol: 44.9
LUMO energy in eV: -0.72
Molecular weight in g/mol: 168.080

Here are the natural (NBO) charges for atoms 1 to 4, given in e: number 1, C, carries -0.249; number 2, C, carries 0.036; number 3, C, carries 0.414; number 4, N, carries 0.478